(1)
ORCA calculation (ωB97M-V/def2-TZVPD) on 9 unconnected molecules or ions with the total composition C33H39F3N6O9 at a distorted geometry.

E_HOMO, eV: -8.25
LUMO level, Eh: 0.0044
Structure (SMILES): O=C1OC[C@@H](F)O1.O=C1OC[C@@H](F)O1.O=C1OC[C@@H](F)O1.c1cc[nH]c1.c1cc[nH]c1.c1cc[nH]c1.c1cc[nH]c1.c1cc[nH]c1.c1cc[nH]c1
HOMO-LUMO gap, eV: 8.4
Max |F|, eV Å⁻¹: 8.172

Element x y z (Å)
H  1.660  0.266  -4.544
H  -0.717  -0.674  -6.254
H  3.275  -2.790  2.271
C  -2.554  -1.557  3.793
C  2.661  0.350  4.586
H  -0.310  3.291  -5.087
H  -1.765  2.385  -3.410
H  2.310  6.400  -2.418
H  0.455  3.889  -2.407
C  0.003  0.399  1.035
C  3.016  3.823  -3.363
H  0.729  1.660  -6.629
F  0.346  2.099  -1.302
C  -0.130  1.402  -6.026
O  3.753  0.616  5.359
O  3.211  4.531  -2.336
O  1.845  4.008  -3.793
O  3.811  3.035  -3.833
N  -0.576  2.317  -5.074
C  -1.678  0.416  -4.644
C  -3.687  -0.815  3.471
N  -1.917  -3.774  0.957
H  -2.447  -3.656  1.809
C  2.068  5.381  -2.116
C  3.247  -3.246  4.383
N  -5.092  1.692  0.507
H  1.939  -1.426  -2.400
C  -0.715  -4.468  0.966
C  2.709  -1.083  -3.075
C  2.206  1.782  4.327
H  -5.813  -1.496  3.312
C  1.096  -2.927  4.590
C  -2.966  -2.750  4.389
C  -1.171  -3.651  -1.082
C  1.482  -2.446  3.318
C  -0.302  -4.514  -0.364
H  -0.352  -5.000  1.832
H  5.848  -0.867  -4.064
O  -0.012  0.357  2.257
H  0.139  -2.916  5.092
C  -5.574  2.710  -0.263
H  4.230  0.644  -5.475
N  2.790  -2.789  3.157
C  1.058  4.647  -2.907
H  -2.448  -3.598  4.810
O  5.318  2.249  5.646
O  3.378  2.536  4.427
C  -0.567  -0.024  -1.073
H  -3.722  0.103  0.249
N  4.000  -1.402  -3.017
N  -4.313  -2.723  4.314
C  -2.256  -3.272  -0.320
O  0.936  0.951  0.320
H  -5.199  3.169  -2.424
H  -0.902  -3.263  -2.054
H  1.958  -0.383  4.981
H  -3.562  0.966  -2.355
C  -4.787  -1.640  3.617
C  -5.046  2.510  -1.582
F  0.200  5.476  -3.491
O  -0.918  -0.140  0.249
H  0.665  -4.935  -0.598
H  2.178  -3.863  6.234
H  1.738  5.547  -1.091
H  -3.200  -2.779  -0.501
H  1.669  1.881  3.384
H  -6.375  3.358  0.060
H  1.415  0.627  -1.667
C  -4.250  0.903  -0.249
C  2.562  -0.160  -4.130
C  0.585  0.923  -1.026
H  -5.558  1.491  1.379
H  4.277  -3.571  4.370
C  4.774  -0.831  -3.960
H  -3.774  0.203  3.120
H  -1.428  0.507  -1.478
H  -1.520  -1.271  3.663
H  -4.825  -3.584  4.439
C  4.346  1.807  5.078
C  -0.839  0.271  -5.747
C  -1.381  1.728  -4.175
C  -4.186  1.373  -1.574
F  1.394  2.052  5.265
C  2.212  -3.369  5.274
C  3.888  0.022  -4.660
H  -2.447  -0.291  -4.372
H  -0.502  -0.826  -1.809
H  0.999  -1.839  2.567
H  4.340  -2.048  -2.319
H  3.065  -0.100  3.679

These are the Löwdin partial charges, in e, on atoms 1 to 8: 0.0637 0.1003 0.1508 -0.1114 -0.1021 0.1344 0.1030 0.1504

=====

(2)
ORCA calculation (ωB97M-V/def2-TZVPD) on 9 unconnected molecules or ions with the total composition C33H39F3N6O9 at a distorted geometry.

E_HOMO (alpha / beta), eV: -9.53 / -9.53
Net charge: +1
LUMO level (alpha / beta), Eh: -0.1271 / -0.2740
Multiplicity: 2
HOMO-LUMO gap (alpha / beta), eV: 6.1 / 2.1
Max |F|, eV Å⁻¹: 6.122

Element x y z (Å)
H  -3.391  -0.245  4.320
H  -4.781  1.014  -2.681
F  0.560  -0.442  -1.855
C  1.610  -1.439  -5.853
F  -4.760  2.213  1.308
C  -3.353  -0.400  1.161
C  2.966  -4.686  -1.565
H  -2.844  2.930  0.169
O  -6.025  3.318  -0.167
F  3.632  -2.408  -4.855
C  2.374  -1.886  -4.588
O  -0.426  2.617  1.036
N  -3.690  -2.045  -1.972
C  5.745  -1.469  0.745
H  -3.480  2.780  -1.387
H  1.605  -3.143  -0.774
H  0.554  -5.331  0.615
H  0.365  6.005  3.628
H  8.692  -0.373  0.856
O  2.594  -0.743  -3.828
H  -0.687  4.170  2.810
C  -3.740  3.170  -0.403
H  1.688  -2.566  -4.084
H  -5.727  -1.633  -1.831
C  1.715  -0.304  3.366
N  -1.294  4.937  3.061
C  -1.594  7.109  3.617
C  0.601  -2.241  2.786
H  1.655  -1.982  -6.798
H  5.037  -2.188  1.130
C  -4.133  -1.496  1.452
C  7.657  -0.500  0.574
C  5.655  -0.584  -0.293
C  -0.695  6.094  3.445
C  -4.353  0.038  -2.505
O  2.291  -0.164  -6.011
H  -0.144  -2.988  2.551
C  2.513  0.317  -4.709
C  1.958  -2.211  2.413
C  -2.531  -1.340  -2.398
O  -4.102  4.529  -0.246
C  1.429  -5.222  -0.009
H  -2.324  0.607  -3.278
C  1.909  -4.179  -0.796
H  2.299  -7.123  0.351
H  1.475  -0.720  0.288
N  -2.880  0.162  2.320
C  -2.839  6.444  3.340
H  1.652  1.251  -1.984
H  -1.516  -1.691  -2.287
H  4.902  -0.652  -1.064
O  2.732  1.500  -4.404
H  -2.851  -0.018  0.284
H  0.545  -1.229  -5.758
O  0.011  1.459  -0.775
C  -4.790  -1.223  -2.179
N  7.013  -1.421  1.280
O  1.429  1.260  0.806
H  -3.670  -2.943  -1.509
H  -4.800  -1.966  0.744
H  -2.406  1.046  2.432
H  2.357  -2.957  1.742
H  2.894  0.349  -0.379
H  4.197  -6.461  -1.283
O  -6.272  5.594  -0.358
C  -3.012  -0.120  -2.872
C  -5.518  4.588  -0.302
H  7.421  -2.118  1.887
C  -4.305  -1.486  2.803
C  3.299  -5.891  -1.098
C  -2.638  5.114  2.946
N  2.341  -6.263  -0.177
H  -5.102  1.522  -0.552
C  -4.978  2.442  0.019
C  -3.469  -0.565  3.291
H  -1.206  8.055  3.967
C  0.339  1.912  0.400
N  2.657  -1.038  2.728
C  1.007  0.710  -1.291
H  -5.046  -2.139  3.239
C  1.858  0.239  -0.059
H  1.953  0.724  3.599
H  3.644  -4.151  -2.213
H  -3.247  4.366  2.459
C  6.817  0.099  -0.343
C  0.480  -0.929  3.331
H  -3.825  6.881  3.287
H  3.612  -0.776  2.529
H  7.126  0.933  -0.956
H  -0.424  -0.409  3.614

These are the Löwdin partial charges, in e, on atoms 1 to 8: 0.1146 0.0987 0.0578 -0.0231 0.0831 -0.1466 -0.1337 0.1168

=====

The highest max |F| belongs to which entry?
number 1